(1)
{
  "formula": "C30H42Br2HgN2P2",
  "method": "ωB97M-V with the def2-TZVPD basis set",
  "homo_energy_ev": [-13.34, -13.25],
  "energy_ev": -197586.23917,
  "orbital_gap_ev": [4.958, 4.658],
  "charge": 2,
  "species": ["C", "C", "C", "C", "N", "C", "C", "C", "C", "C", "C", "C", "C", "C", "Hg", "P", "H", "H", "H", "H", "H", "H", "H", "H", "C", "C", "H", "H", "H", "H", "H", "C", "C", "H", "H", "H", "H", "H", "C", "C", "H", "H", "H", "H", "H", "Br", "P", "C", "C", "H", "H", "H", "H", "H", "C", "C", "H", "H", "H", "H", "H", "C", "C", "H", "H", "H", "H", "H", "Br", "C", "C", "C", "C", "N", "C", "H", "H", "H", "H"],
  "positions_angstrom": [[-0.5008, 4.8543, -5.7167], [-0.6185, 3.6300, -6.4023], [-0.6641, 3.6979, -7.8212], [-0.5995, 4.9538, -8.4354], [-0.4564, 6.1058, -7.7603], [-0.4026, 6.0480, -6.4376], [-0.7094, 2.4425, -5.6302], [-0.9408, 2.1018, -4.3785], [-1.4987, 2.2653, -3.0455], [-0.7177, 2.1159, -1.8732], [-1.3087, 1.8705, -0.6360], [-2.7066, 1.9225, -0.4958], [-3.5049, 2.2278, -1.6203], [-2.8945, 2.3943, -2.8620], [-0.3968, 0.3348, -5.3952], [2.1780, -1.3612, -2.0760], [-0.7362, 2.8046, -8.4451], [-0.4676, 4.8898, -4.6318], [-0.6547, 5.0510, -9.5264], [-0.2689, 6.9992, -5.9165], [-3.5245, 2.6081, -3.7186], [0.3693, 2.2220, -1.9416], [-4.5973, 2.2793, -1.5168], [-0.6944, 1.6062, 0.2263], [2.3302, -2.7649, -0.8922], [3.4793, -3.7306, -1.1504], [1.3643, -3.2936, -0.9515], [2.3907, -2.3259, 0.1146], [3.4737, -4.5192, -0.3885], [3.3900, -4.2160, -2.1298], [4.4569, -3.2349, -1.0970], [3.4458, -1.6789, -3.3715], [3.6925, -0.4660, -4.2744], [3.0879, -2.5311, -3.9729], [4.3844, -1.9999, -2.8910], [4.0754, -0.8061, -5.2475], [2.7781, 0.1142, -4.4622], [4.4453, 0.2101, -3.8417], [2.9033, 0.0173, -1.1092], [4.3546, -0.1650, -0.6795], [2.2626, 0.1357, -0.2174], [2.7844, 0.9309, -1.7175], [4.6554, 0.6995, -0.0779], [4.4857, -1.0562, -0.0547], [5.0413, -0.2261, -1.5325], [-3.5078, 1.6266, 1.1315], [-1.8762, -1.4945, -4.2377], [-0.0853, -1.9810, -4.1972], [0.0373, -3.5107, -4.2148], [0.3679, -1.5313, -3.2872], [0.4332, -1.5663, -5.0904], [1.0835, -3.8147, -4.0288], [-0.6015, -3.9667, -3.4391], [-0.2546, -3.8973, -5.2057], [-2.2110, -1.7584, -2.4359], [-3.4750, -2.5865, -2.1486], [-2.2779, -0.7648, -1.9626], [-1.3568, -2.2592, -1.9551], [-3.8017, -2.4473, -1.1075], [-4.2970, -2.3096, -2.8199], [-3.2770, -3.6588, -2.2967], [-3.2332, -0.2292, -4.7118], [-3.5020, -0.4082, -6.2056], [-2.8751, 0.7686, -4.4802], [-4.1220, -0.3612, -4.0456], [-3.6440, 0.5754, -6.6728], [-2.6364, -0.9008, -6.6768], [-4.4069, -1.0043, -6.2982], [-1.5439, 0.8154, 4.3488], [-0.0345, 1.3232, 3.2965], [0.6474, 2.5185, 3.5767], [1.7670, 2.8439, 2.8063], [2.1433, 1.9675, 1.7728], [1.4591, 0.8637, 1.5076], [0.3945, 0.5189, 2.2311], [0.2925, 3.1622, 4.3854], [2.3532, 3.7458, 2.9782], [3.0195, 2.1879, 1.1549], [-0.1403, -0.3871, 1.9738]]
}

=====

(2)
{
  "formula": "C30H42Br2N2O2PS",
  "method": "ωB97M-V with the def2-TZVPD basis set",
  "homo_energy_ev": -9.34,
  "energy_ev": -199069.43563,
  "orbital_gap_ev": 6.836,
  "charge": 1,
  "species": ["C", "C", "P", "C", "C", "C", "C", "C", "C", "C", "C", "S", "C", "C", "C", "C", "O", "C", "O", "C", "C", "C", "C", "Br", "C", "C", "Br", "C", "N", "H", "H", "H", "H", "H", "H", "H", "H", "H", "H", "H", "H", "H", "H", "H", "H", "H", "H", "H", "H", "H", "H", "H", "H", "C", "C", "C", "N", "C", "C", "C", "C", "C", "H", "H", "H", "H", "H", "H", "H", "H", "H", "H", "H", "H", "H", "H", "H", "H", "H", "H"],
  "positions_angstrom": [[-1.2338, -2.4818, 1.2055], [-0.1586, -3.1430, 0.3130], [1.0740, -1.9086, -0.2924], [1.7910, -2.7036, -1.8184], [3.1170, -3.4383, -1.6213], [2.4906, -1.8936, 0.8568], [2.6054, -2.7653, 1.9409], [3.7018, -2.6555, 2.7902], [4.6933, -1.7160, 2.5679], [4.6043, -0.8448, 1.4845], [3.4948, -0.9468, 0.6400], [3.4420, 0.1713, -0.7390], [4.0993, 1.6176, 0.0623], [3.5834, 2.8831, -0.2029], [2.4364, 3.0431, -1.1575], [1.0590, 2.7859, -0.5023], [1.2366, 2.4267, 0.8774], [0.2117, 2.7467, 1.6694], [0.3620, 3.0947, 2.7829], [4.1391, 3.9733, 0.4615], [5.1758, 3.7820, 1.3626], [5.6903, 2.5197, 1.6325], [6.7909, 2.3605, 2.5942], [8.5183, 2.6345, 1.8256], [6.6095, 2.0318, 3.8690], [5.2537, 1.8088, 4.4565], [8.0716, 1.8192, 5.0485], [5.1301, 1.4161, 0.9755], [5.5940, 0.1154, 1.2383], [-2.2108, -2.6476, 0.7569], [-1.0722, -1.4144, 1.3043], [-1.2329, -2.9723, 2.1729], [-0.6411, -3.5074, -0.5897], [0.3042, -3.9997, 0.7980], [1.8872, -1.9595, -2.6028], [1.0743, -3.4488, -2.1619], [3.0890, -4.0732, -0.7396], [3.3435, -4.0711, -2.4757], [3.9509, -2.7525, -1.5079], [1.8450, -3.5036, 2.1377], [3.7833, -3.3162, 3.6411], [5.5428, -1.6567, 3.2330], [2.5560, 2.3439, -1.9760], [2.4865, 4.0449, -1.5753], [0.4456, 3.6771, -0.5826], [0.5843, 1.9563, -1.0220], [-0.7945, 2.6069, 1.2564], [3.7219, 4.9483, 0.2646], [5.5882, 4.6384, 1.8743], [5.1248, 0.7452, 4.6462], [5.2044, 2.3028, 5.4224], [4.4705, 2.1938, 3.8171], [6.3060, 0.1078, 1.9557], [-8.7416, 0.9933, -2.4964], [-7.3354, 0.8573, -3.0856], [-6.6466, -0.4669, -2.7547], [-5.7012, -0.4124, -1.5775], [-6.3498, 0.1780, -0.3724], [-5.2352, -1.8285, -1.2592], [-3.9866, -2.0142, -2.0957], [-3.2954, -0.6650, -1.9400], [-4.4310, 0.3564, -1.9459], [-8.7405, 1.0276, -1.4073], [-9.2119, 1.9086, -2.8512], [-9.3698, 0.1571, -2.8045], [-6.7171, 1.7098, -2.7957], [-7.4288, 0.9082, -4.1709], [-6.0411, -0.7984, -3.5961], [-7.3793, -1.2426, -2.5365], [-7.2479, -0.3909, -0.1452], [-6.5896, 1.2190, -0.5653], [-5.6485, 0.1180, 0.4557], [-5.0022, -1.8662, -0.1967], [-6.0386, -2.5258, -1.4798], [-4.2433, -2.2104, -3.1379], [-3.3744, -2.8416, -1.7434], [-2.5762, -0.4724, -2.7333], [-2.7495, -0.6237, -0.9962], [-4.5768, 0.8061, -2.9239], [-4.2820, 1.1441, -1.2130]]
}